{
  "formula": "C9H11FSi",
  "method": "ωB97M-V/def2-TZVPD",
  "e_above_lowest_kcal_mol": 0.0,
  "e_lumo_ha": [0.00115, -0.01606],
  "species": ["C", "C", "C", "C", "C", "C", "C", "C", "C", "F", "Si", "H", "H", "H", "H", "H", "H", "H", "H", "H", "H", "H"],
  "xyz": [[3.379, -0.453, -0.785], [2.517, 0.625, -0.699], [2.850, -1.753, -0.552], [1.224, 0.447, -0.270], [1.459, -1.941, -0.455], [0.616, -0.833, -0.184], [-1.535, 0.278, -2.280], [-2.164, -0.292, -1.211], [-2.690, 0.661, 2.589], [-1.823, -2.370, 0.676], [-1.221, -0.918, 0.273], [4.337, -0.071, -1.014], [2.968, 1.591, -0.933], [3.383, -2.765, -0.680], [0.561, 1.408, -0.142], [1.095, -2.921, -0.462], [-2.088, 0.708, -3.128], [-0.496, 0.263, -2.303], [-3.298, -0.400, -1.140], [-2.155, 0.178, 3.461], [-2.302, 1.558, 2.142], [-3.688, 0.214, 2.382]],
  "lowdin_charge": [-0.08, -0.12, -0.07, -0.14, -0.10, -0.29, -0.05, -0.25, 0.00, -0.20, 0.70, 0.09, 0.11, 0.13, 0.14, 0.08, 0.06, 0.00, 0.07, -0.01, -0.05, -0.02]
}


{
  "formula": "C20H18BFN8NaS2Se",
  "method": "ωB97M-V/def2-TZVPD",
  "total_charge": -1,
  "e_above_lowest_kcal_mol": 9.2,
  "e_lumo_ha": 0.04425,
  "species": ["Na", "Se", "N", "C", "C", "C", "C", "C", "N", "C", "C", "N", "C", "C", "C", "C", "C", "N", "H", "H", "H", "H", "H", "H", "C", "N", "C", "C", "N", "B", "N", "C", "C", "N", "C", "C", "S", "C", "S", "H", "H", "H", "H", "H", "H", "H", "H", "H", "H", "H", "H", "F"],
  "xyz": [[0.912, -0.624, -1.723], [-6.359, 2.277, -0.127], [-5.646, 0.628, -0.094], [-4.373, 0.753, -0.325], [-3.443, -0.371, -0.369], [-3.847, -1.685, -0.133], [-2.898, -2.685, -0.165], [-1.572, -2.343, -0.433], [-1.182, -1.101, -0.660], [-2.093, -0.129, -0.633], [-1.599, 1.252, -0.861], [-0.294, 1.394, -1.103], [0.193, 2.614, -1.252], [-0.597, 3.763, -1.197], [-1.949, 3.624, -0.972], [-2.470, 2.343, -0.793], [-3.887, 2.107, -0.532], [-4.774, 3.055, -0.464], [-4.887, -1.895, 0.077], [-3.161, -3.717, 0.016], [-0.793, -3.095, -0.466], [1.266, 2.665, -1.406], [-0.144, 4.736, -1.328], [-2.609, 4.480, -0.923], [-1.760, 0.080, 2.242], [-0.391, 0.473, 2.025], [0.094, 1.769, 2.029], [1.437, 1.670, 1.919], [1.789, 0.341, 1.872], [3.286, -0.139, 1.959], [3.607, -1.075, 0.755], [3.907, -2.414, 0.858], [4.106, -2.905, -0.385], [3.916, -1.858, -1.264], [4.022, -1.924, -2.710], [3.619, -0.741, -0.554], [3.341, 0.793, -1.252], [0.658, -0.400, 1.945], [0.497, -2.088, 1.973], [-2.412, 0.915, 1.977], [-1.928, -0.198, 3.285], [-1.984, -0.792, 1.628], [-0.558, 2.625, 2.077], [2.193, 2.432, 1.844], [3.464, -0.778, 2.967], [3.964, 0.857, 1.938], [3.903, -2.901, 1.816], [4.332, -3.896, -0.734], [4.401, -2.912, -2.968], [4.717, -1.160, -3.059], [3.034, -1.784, -3.164], [0.951, -2.037, -3.155]],
  "lowdin_charge": [0.24, 1.06, -0.23, -0.34, -0.13, 0.00, -0.03, -0.14, 0.11, -0.18, -0.14, 0.13, -0.11, -0.04, 0.00, -0.10, -0.34, -0.23, 0.11, 0.11, 0.10, 0.07, 0.10, 0.11, -0.05, -0.12, -0.08, -0.09, 0.00, -0.48, -0.01, -0.10, -0.06, -0.12, -0.05, -0.75, 0.59, -0.75, 0.60, 0.09, 0.10, 0.04, 0.11, 0.11, 0.06, 0.06, 0.11, 0.11, 0.08, 0.07, 0.05, -0.66]
}


{
  "formula": "CH15N2O5",
  "method": "ωB97M-V/def2-TZVPD",
  "total_charge": 1,
  "e_above_lowest_kcal_mol": 53.4,
  "e_lumo_ha": -0.10968,
  "species": ["N", "C", "N", "H", "H", "H", "H", "H", "H", "H", "O", "H", "H", "O", "H", "H", "O", "H", "H", "O", "H", "H", "O"],
  "xyz": [[-1.326, -0.833, -1.782], [-1.765, -0.413, -0.635], [-1.458, 0.775, -0.252], [-0.509, -0.374, -2.254], [-1.353, -1.935, -1.959], [-2.341, -1.150, 0.062], [-1.544, 1.289, 0.664], [-0.884, 1.374, -0.875], [3.495, -1.253, -0.193], [4.195, -0.562, -1.305], [3.665, -0.371, -0.561], [-2.202, -3.254, 1.597], [-2.450, -4.763, 1.695], [-1.936, -4.054, 1.263], [1.373, 3.426, -0.057], [-0.098, 3.310, -0.277], [0.594, 3.028, 0.239], [2.284, 1.165, -1.450], [1.752, -0.219, -1.306], [1.570, 0.520, -1.872], [0.347, 1.806, 2.881], [-0.877, 1.053, 3.576], [-0.531, 1.436, 2.803]],
  "lowdin_charge": [0.14, -0.23, 0.18, 0.13, 0.21, 0.19, 0.14, 0.12, 0.07, 0.04, -0.03, -0.04, 0.07, -0.03, 0.03, 0.00, 0.02, 0.11, -0.01, -0.12, 0.05, 0.02, -0.03]
}


{
  "formula": "H10NO3",
  "method": "ωB97M-V/def2-TZVPD",
  "total_charge": 2,
  "e_above_lowest_kcal_mol": 26.3,
  "s2": 0.7565,
  "multiplicity": 2,
  "e_lumo_ha": [-0.29339, -0.61050],
  "species": ["N", "H", "H", "H", "H", "H", "H", "O", "H", "H", "O", "H", "H", "O"],
  "xyz": [[0.067, 0.855, -0.251], [0.431, 0.813, 0.697], [0.707, 1.413, -0.819], [-1.015, 0.978, -0.331], [0.188, -0.130, -0.568], [2.765, -0.170, 1.970], [2.385, -1.328, 0.946], [2.189, -0.410, 1.209], [-0.076, -2.590, -0.471], [0.182, -2.325, -1.987], [-0.028, -1.884, -1.136], [-2.345, 1.502, 1.048], [-2.933, 1.975, -0.432], [-2.519, 1.301, 0.124]],
  "mulliken_spin": [0.01, 0.00, 0.00, 0.00, 0.00, -0.01, -0.02, 0.58, -0.01, -0.01, 0.40, 0.00, 0.00, 0.08]
}


{
  "formula": "C5H8N2O",
  "method": "ωB97M-V/def2-TZVPD",
  "e_above_lowest_kcal_mol": 39.1,
  "smiles": "NCc1ccc(O)[nH]1",
  "e_lumo_ha": 0.02461,
  "species": ["N", "C", "C", "C", "C", "C", "O", "N", "H", "H", "H", "H", "H", "H", "H", "H"],
  "xyz": [[2.469, -0.553, 0.671], [1.717, -0.088, -0.501], [0.369, 0.270, -0.286], [-0.310, 1.395, -0.017], [-1.699, 1.137, 0.254], [-1.750, -0.216, -0.012], [-2.684, -1.152, 0.155], [-0.518, -0.699, -0.304], [1.923, -0.327, 1.548], [2.426, -1.605, 0.669], [1.974, -0.715, -1.350], [2.381, 0.805, -0.675], [0.174, 2.319, 0.013], [-2.519, 1.748, 0.575], [-3.613, -0.774, 0.126], [-0.342, -1.543, -0.865]],
  "lowdin_charge": [-0.03, -0.26, -0.38, -0.05, 0.01, -0.41, 0.06, 0.13, 0.09, 0.07, 0.12, 0.13, 0.09, 0.10, 0.15, 0.19]
}


{
  "formula": "C6H12O2",
  "method": "ωB97M-V/def2-TZVPD",
  "total_charge": -1,
  "e_above_lowest_kcal_mol": 113.7,
  "s2": 0.7967,
  "multiplicity": 2,
  "e_lumo_ha": [0.12741, 0.10846],
  "species": ["C", "C", "C", "C", "C", "C", "H", "H", "H", "H", "H", "H", "H", "H", "H", "H", "O", "H", "H", "O"],
  "xyz": [[2.306, 0.678, 0.586], [2.076, -0.423, 1.481], [1.383, 1.306, -1.217], [1.379, 1.641, 0.164], [-0.568, -0.272, -1.206], [0.301, 0.758, -1.879], [3.243, 0.843, 0.047], [1.968, -1.410, 1.047], [2.160, -0.467, 2.561], [2.329, 1.676, -1.683], [0.571, 2.217, 0.615], [0.059, -1.059, -0.727], [-1.229, -0.866, -1.828], [-0.133, 1.272, -2.734], [-1.131, 0.056, -0.309], [-3.742, -2.495, 0.361], [-2.948, -2.041, 0.054], [-2.673, -1.121, 0.808], [-2.972, -0.059, 2.294], [-2.381, -0.234, 1.565]],
  "mulliken_spin": [-0.14, 0.82, -0.03, 0.24, 0.01, 0.03, 0.03, 0.02, 0.01, 0.01, 0.00, 0.00, 0.00, 0.00, -0.01, 0.00, 0.00, 0.00, 0.00, 0.00]
}


Looking at energy for the records above, in order, we have -20103.6645; -127786.7802; -14491.3551; -7772.8080; -10341.0318; -10505.3250 eV.
Looking at molar mass for the records above, in order, we have 166.27; 566.31; 135.14; 72.08; 112.13; 116.16 g/mol.